The molecule C4H4O2 in a non-equilibrium geometry. Source: OMol25; level of theory: ωB97M-V with the def2-TZVPD basis set.

Output
Molecular weight ... 84.1 g mol⁻¹
Relative energy (zero: lowest compared OMol25 entry of this formula, charge and spin) ... 286.3 kJ/mol
LUMO energy ... 0.0357 Eh
E_HOMO ... -9.8 eV
Electronic energy ... -305.17042 hartree

ORCA input file:
```
! RIJCOSX wB97M-V def2-TZVPD def2/J DEFGRID3
* xyz 0 1
O 1.1036 -1.7391 0.7871
C 0.3942 -0.9062 0.2851
C 0.5402 -0.0452 -0.9749
C -0.3346 0.9723 -0.2175
O -1.5807 0.3592 -0.1019
C -0.7185 -0.1248 0.8684
H 0.0511 -0.4913 -1.8469
H 1.5675 0.2291 -1.2188
H -0.0047 1.5574 0.6135
H -1.0156 0.0458 1.9083
*
```